No. 1
C44H35AsBrCrN3O2S as an isolated structure. Source: the Open Molecules 2025 dataset; level of theory: ωB97M-V/def2-TZVPD.

XYZ file:
```
88
Properties=species:S:1:pos:R:3:forces:R:3
Cr 0.79762 1.41960 -0.26405 1.7 -0.1 -2.2
O 4.04253 -0.40412 -2.54307 0.1 0.3 0.1
C 3.35773 -1.49347 -2.94980 -0.3 -0.4 -0.1
C 4.06586 -2.53430 -3.54568 0.0 0.3 0.2
C 3.40828 -3.67206 -3.96450 -0.1 0.0 0.1
C 2.03717 -3.78482 -3.79823 -0.1 -0.1 -0.1
C 1.32266 -2.74738 -3.22892 0.2 0.1 -0.1
C 1.96633 -1.59820 -2.79950 0.0 0.3 0.2
C 1.24520 -0.39480 -2.22810 -0.6 -0.1 -1.4
O 1.88551 0.13329 -1.14909 -0.2 1.4 1.8
N -0.13614 -0.65954 -1.80626 0.1 -0.9 -0.6
N -0.63353 0.37768 -1.11429 -1.7 0.3 -0.3
C -1.90584 0.60057 -1.04539 1.0 -0.8 -0.6
C -2.46958 1.65770 -0.28015 -0.6 1.1 0.5
Br -1.17693 2.70860 0.74680 -0.8 -0.2 0.1
C -3.78093 1.95783 -0.21418 1.2 0.0 0.2
C -4.75972 1.34700 -1.09643 -0.4 -0.3 -0.4
C -4.50594 1.23592 -2.46726 -0.1 0.1 0.1
C -5.44390 0.66778 -3.30656 -0.1 -0.1 -0.1
C -6.63272 0.17711 -2.78866 0.0 0.0 0.0
C -6.89786 0.29434 -1.43206 -0.1 -0.1 0.0
C -5.97741 0.89055 -0.59119 0.2 0.0 -0.1
H 3.45274 0.13480 -1.97946 0.2 -0.1 -0.1
H 5.13258 -2.42234 -3.66172 0.1 0.0 0.0
H 3.96640 -4.47724 -4.41622 0.1 -0.1 -0.1
H 1.52192 -4.67785 -4.11489 -0.1 -0.1 -0.1
H 0.25506 -2.85043 -3.11423 -0.1 0.0 0.1
H 1.19750 0.38402 -3.03403 0.1 -0.2 0.3
H -0.74919 -1.08741 -2.49495 0.0 0.2 0.1
H -2.60565 -0.05120 -1.56092 0.1 0.0 0.0
H -4.13805 2.66545 0.51629 0.0 0.2 0.1
H -3.59312 1.64338 -2.87917 0.1 0.1 0.0
H -5.25180 0.61140 -4.36877 0.0 0.0 0.0
H -7.35883 -0.28231 -3.44311 0.0 0.0 0.0
H -7.82889 -0.07960 -1.03339 -0.1 0.0 0.0
H -6.18363 0.98274 0.46374 -0.1 0.0 0.1
C 3.57987 0.82514 1.46493 -0.1 -0.1 0.1
C 3.39060 2.25543 1.08758 -0.2 0.0 0.0
C 4.31482 3.20365 1.56105 0.1 0.4 -0.1
C 4.16611 4.52725 1.25289 -0.2 -0.3 0.0
C 3.11610 4.91609 0.39253 -0.3 -0.4 -0.1
C 2.90548 6.24514 -0.02399 -0.2 0.2 -0.2
C 1.90665 6.55291 -0.91557 0.4 0.2 0.3
C 1.15198 5.53737 -1.49977 0.0 -0.7 0.2
C 1.35420 4.21846 -1.13861 0.1 0.4 -0.1
S 0.64477 2.92048 -2.04479 -0.5 -1.0 0.9
C 2.27036 3.89130 -0.10643 0.2 1.0 -0.1
N 2.36198 2.59707 0.32102 0.6 0.0 0.4
H 4.63877 0.58079 1.42152 0.1 -0.1 0.0
H 3.04484 0.16406 0.78534 0.1 0.0 0.1
H 3.24131 0.65674 2.49077 0.0 0.0 0.0
H 5.13375 2.85605 2.17126 0.1 0.0 0.1
H 4.85575 5.27142 1.62240 0.1 0.1 0.1
H 3.55161 7.01939 0.35521 0.1 0.1 0.1
H 1.72713 7.57645 -1.20738 0.1 0.1 0.0
H 0.42648 5.75820 -2.26627 -0.1 0.1 -0.1
C 1.65298 -1.99829 5.85771 0.0 0.0 0.0
C 2.48980 -2.14272 4.76306 0.0 0.0 0.0
C 2.09570 -1.66430 3.52589 -0.1 0.1 -0.3
C 0.86435 -1.03149 3.37671 0.1 0.3 -0.2
C 0.03310 -0.88023 4.48087 -0.1 0.1 -0.3
C 0.42454 -1.37596 5.71444 0.0 0.0 0.1
As 0.32956 -0.42675 1.56740 -0.6 -0.9 0.9
C -1.59375 -0.68496 1.73938 -0.2 0.0 0.0
C -2.51170 0.14174 2.36725 0.2 0.0 0.2
C -3.85602 -0.19447 2.38188 0.0 -0.1 0.1
C -4.28205 -1.36213 1.77190 -0.1 0.0 0.0
C -3.37661 -2.19297 1.13531 0.1 0.0 -0.1
C -2.02543 -1.86692 1.11229 0.0 0.4 0.3
C -0.95628 -2.66714 0.51351 0.6 -0.1 0.0
C -1.12893 -3.84949 -0.19532 -0.1 0.1 0.1
C -0.02788 -4.53708 -0.67467 0.1 0.0 0.0
C 1.25210 -4.05168 -0.46407 0.0 -0.1 0.2
C 1.43768 -2.85210 0.20751 0.1 0.2 0.1
C 0.34396 -2.15963 0.69576 -0.2 -0.2 -0.2
H 1.95762 -2.37453 6.82172 0.0 -0.1 0.1
H 3.44610 -2.63188 4.87124 0.1 -0.1 0.0
H 2.73695 -1.79381 2.65974 0.0 -0.1 0.1
H -0.92854 -0.39152 4.37791 0.0 -0.1 0.0
H -0.23286 -1.27947 6.56637 0.0 0.0 0.0
H -2.18938 1.05792 2.84885 0.0 -0.1 0.0
H -4.56548 0.45147 2.87683 -0.1 0.0 0.1
H -5.32461 -1.63732 1.81131 -0.1 0.0 -0.1
H -3.72456 -3.10439 0.67359 0.0 -0.1 0.0
H -2.12025 -4.23764 -0.37634 -0.1 -0.1 0.0
H -0.17051 -5.45584 -1.22305 0.0 -0.1 0.0
H 2.10270 -4.59540 -0.84554 0.1 0.0 0.0
H 2.43970 -2.45710 0.32428 0.0 0.0 0.0
```
Forces are in eV/Å.

* relative energy (zero: lowest compared OMol25 entry of this formula, charge and spin): 6.5 kcal per mole
* gap between HOMO and LUMO (alpha / beta): 0.22827 / 0.25566 Ha
* spin multiplicity: 2
* HOMO (alpha / beta): -10.3139 / -10.3170 eV
* net charge: +1

Partial atomic charges computed with the Löwdin method, in multiples of e:
1 Cr 0.252
2 O 0.072
3 C -0.264
4 C 0.000
5 C -0.073
6 C -0.095
7 C -0.060
8 C -0.095
9 C -0.400
10 O -0.304
11 N 0.059
12 N -0.172
13 C -0.163
14 C -0.505
15 Br 0.958
16 C -0.053
17 C -0.232
18 C -0.045
19 C -0.062
20 C -0.065
21 C -0.063
22 C -0.029
23 H 0.079
24 H 0.121
25 H 0.108
26 H 0.105
27 H 0.104
28 H 0.142
29 H 0.156
30 H 0.148
31 H 0.128
32 H 0.122
33 H 0.111
34 H 0.110
35 H 0.110
36 H 0.113
37 C -0.030
38 C -0.269
39 C 0.007
40 C 0.035
41 C -0.141
42 C -0.017
43 C -0.056
44 C -0.083
45 C -0.604
46 S 0.775
47 C -0.231
48 N 0.022
49 H 0.103
50 H 0.034
51 H 0.087
52 H 0.124
53 H 0.129
54 H 0.117
55 H 0.114
56 H 0.110
57 C -0.073
58 C -0.070
59 C -0.124
60 C -0.331
61 C -0.091
62 C -0.070
63 As 1.390
64 C -0.326
65 C -0.157
66 C -0.083
67 C -0.064
68 C -0.005
69 C -0.189
70 C -0.197
71 C -0.015
72 C -0.067
73 C -0.073
74 C -0.083
75 C -0.290
76 H 0.109
77 H 0.109
78 H 0.091
79 H 0.089
80 H 0.109
81 H 0.084
82 H 0.111
83 H 0.111
84 H 0.111
85 H 0.109
86 H 0.113
87 H 0.115
88 H 0.110

=====

No. 2
C33H25N3O4S4W as an isolated structure. Source: the Open Molecules 2025 dataset; level of theory: ωB97M-V/def2-TZVPD.

XYZ file:
```
70
Properties=species:S:1:pos:R:3:forces:R:3
W -0.55631 0.01489 -0.13231 -0.3 -0.3 0.0
C 0.49513 -5.36734 -1.77735 0.0 0.0 0.0
O -0.07869 -4.10206 -1.42761 0.0 0.0 -0.1
C -1.31989 -4.05969 -0.92087 0.0 0.1 0.1
C -2.25494 -5.08370 -0.87896 0.1 -0.1 0.0
C -3.53077 -4.88744 -0.34368 -0.1 0.0 0.0
C -3.91237 -3.67135 0.16942 0.0 0.0 0.0
C -2.98753 -2.61534 0.14687 0.2 -0.1 -0.1
C -3.29911 -1.35182 0.70425 0.0 0.0 0.0
N -2.51083 -0.31025 0.72655 0.0 0.0 0.0
N -3.07112 0.77063 1.39443 0.0 0.1 0.1
C -2.17774 1.66605 1.58340 0.0 -0.1 0.0
O -0.92063 1.38466 1.15063 0.2 0.0 -0.1
C -2.42010 2.94605 2.22918 -0.1 0.0 0.1
C -3.68697 3.52390 2.13537 0.0 0.0 0.0
C -3.93447 4.72916 2.76857 0.0 0.0 0.0
C -2.93115 5.34308 3.50643 0.0 0.0 0.0
C -1.67539 4.75646 3.61535 0.0 0.0 0.0
C -1.41259 3.56054 2.97318 0.0 0.0 0.0
C -1.71103 -2.82160 -0.38791 -0.3 0.0 0.0
O -0.84600 -1.80589 -0.38770 0.1 0.0 0.1
H 1.30727 -5.14497 -2.46195 0.0 0.0 0.0
H -0.21408 -6.01913 -2.28218 0.0 0.0 -0.1
H 0.88225 -5.85439 -0.88240 0.0 0.0 0.0
H -2.00664 -6.06326 -1.25988 0.0 0.0 0.0
H -4.22211 -5.71829 -0.33577 0.0 0.0 0.0
H -4.89904 -3.52043 0.58536 0.0 0.0 0.0
H -4.26658 -1.21060 1.17617 0.0 0.0 0.0
H -4.46173 3.03230 1.56276 0.0 0.0 0.0
H -4.90978 5.18904 2.69075 0.0 0.0 0.0
H -3.13072 6.28129 4.00643 0.0 0.0 0.0
H -0.90693 5.23016 4.21105 0.0 0.0 0.0
H -0.44497 3.08642 3.06980 0.0 0.0 0.0
S -1.92287 1.19814 -1.75635 0.0 0.0 -0.1
C -0.87813 0.38211 -2.90181 0.2 0.0 0.1
C -0.90368 0.35438 -4.28227 0.0 0.0 0.1
C 0.05651 -0.42098 -4.91553 0.0 0.0 0.0
C 0.98569 -1.15013 -4.17769 0.0 0.0 0.0
C 0.94905 -1.08547 -2.80225 0.0 0.0 0.1
N 0.03954 -0.30551 -2.19794 0.0 0.0 -0.2
H -1.64637 0.91117 -4.83486 0.0 0.0 0.0
H 0.07710 -0.46469 -5.99661 0.0 0.0 0.0
H 1.72943 -1.76138 -4.66700 0.0 0.0 0.0
H 1.62593 -1.63430 -2.16007 0.0 0.0 0.0
O 1.10658 -0.41363 0.55962 -0.1 0.0 -0.1
C 2.34906 0.37858 0.57971 -0.1 0.0 0.1
C 2.90301 0.27033 1.97160 0.1 0.0 0.0
C 2.20503 0.09303 3.13236 0.0 0.0 -0.1
C 3.04137 0.14461 4.27461 0.0 0.0 0.1
C 4.34440 0.37220 3.95183 0.0 0.0 0.0
S 4.58016 0.50991 2.26898 -0.1 0.0 0.0
C 3.25668 -0.16873 -0.47962 0.0 0.0 0.0
C 3.83035 0.48821 -1.53162 -0.1 0.0 0.1
C 4.65274 -0.35901 -2.31774 0.1 -0.1 0.0
C 4.68125 -1.63433 -1.84347 0.0 0.0 0.0
S 3.73180 -1.82505 -0.43475 0.0 0.1 0.0
C 1.83294 1.76450 0.26012 0.0 0.1 0.0
C 1.08761 2.08510 -0.86788 0.2 0.1 0.1
C 0.56177 3.41424 -0.78485 0.0 0.1 0.0
C 0.89807 4.02934 0.37255 0.0 0.0 0.0
S 1.84738 3.01944 1.39196 0.0 -0.1 -0.1
H 1.13800 -0.07581 3.17253 0.0 0.0 0.0
H 2.69259 0.01101 5.28740 0.0 0.0 0.0
H 5.18688 0.45575 4.61935 0.0 0.0 0.0
H 3.69824 1.54294 -1.72566 0.0 0.0 0.0
H 5.21011 -0.02930 -3.18155 0.0 0.0 0.0
H 5.23074 -2.47403 -2.23876 0.0 0.0 0.0
H 1.21479 1.56270 -1.80225 0.0 0.0 0.0
H -0.02127 3.88121 -1.56486 0.0 0.0 0.0
H 0.64309 5.02640 0.69539 0.0 0.0 0.0
```
Forces are in eV/Å.

* relative energy (zero: lowest compared OMol25 entry of this formula, charge and spin): 0.0 kcal per mole
* gap between HOMO and LUMO: 0.22781 Ha
* spin multiplicity: 1
* HOMO: -13.6515 eV
* net charge: +2

Partial atomic charges computed with the natural (NBO) method, in multiples of e:
1 W 2.099
2 C -0.255
3 O -0.484
4 C 0.274
5 C -0.219
6 C -0.168
7 C -0.158
8 C -0.183
9 C 0.242
10 N -0.351
11 N -0.313
12 C 0.554
13 O -0.672
14 C -0.099
15 C -0.156
16 C -0.202
17 C -0.154
18 C -0.198
19 C -0.195
20 C 0.347
21 O -0.583
22 H 0.210
23 H 0.191
24 H 0.203
25 H 0.247
26 H 0.250
27 H 0.244
28 H 0.250
29 H 0.233
30 H 0.239
31 H 0.237
32 H 0.232
33 H 0.220
34 S 0.051
35 C 0.105
36 C -0.261
37 C -0.082
38 C -0.244
39 C 0.090
40 N -0.550
41 H 0.263
42 H 0.253
43 H 0.255
44 H 0.246
45 O -0.652
46 C 0.112
47 C -0.284
48 C -0.220
49 C -0.249
50 C -0.384
51 S 0.514
52 C -0.273
53 C -0.222
54 C -0.257
55 C -0.389
56 S 0.498
57 C -0.067
58 C -0.413
59 C -0.208
60 C -0.389
61 S 0.601
62 H 0.224
63 H 0.246
64 H 0.263
65 H 0.240
66 H 0.250
67 H 0.261
68 H 0.271
69 H 0.251
70 H 0.269

=====

No. 3
One molecule with the formula C21H30N4O5. Source: the Open Molecules 2025 dataset; level of theory: ωB97M-V/def2-TZVPD.

XYZ file:
```
60
Properties=species:S:1:pos:R:3:forces:R:3
C -4.39327 -1.04598 1.04048 0.1 -0.1 0.0
C -3.09712 -1.72652 0.60754 -0.1 0.1 0.0
C -1.87217 -1.29016 1.43364 -0.1 0.0 0.5
C -1.92094 -1.87059 2.84660 0.0 0.2 -0.1
C -1.91634 0.25784 1.51298 0.0 -0.4 -0.5
O -2.29550 0.84889 2.49529 -0.2 0.2 0.4
N -1.65677 0.85459 0.32848 0.0 0.2 -0.3
C -1.58478 2.29471 0.18249 0.1 -0.1 -0.1
C -0.13995 2.78859 0.29118 -0.3 0.2 0.3
C -0.07862 4.30469 0.13992 0.2 -0.1 -0.3
C -0.69119 4.73042 -1.19103 -0.2 0.2 0.2
C -2.13127 4.23731 -1.29969 0.2 -0.1 -0.3
C -2.19260 2.71930 -1.15248 -0.2 0.2 0.3
N -0.60282 -1.71260 0.79846 -0.3 0.1 0.0
C -0.58632 -2.81134 -0.14518 0.0 -0.2 -0.3
C -0.78874 -2.34412 -1.55758 0.4 0.6 0.1
C -0.34022 -1.24728 -2.23731 -0.1 -0.5 0.4
C -0.89086 -1.33580 -3.54068 -0.3 -0.5 -0.2
C -1.62867 -2.47636 -3.55580 0.2 0.7 -0.6
O -1.57607 -3.08934 -2.36082 -0.1 -0.4 0.4
C 0.52433 -1.08112 1.19882 0.6 -0.4 -0.3
O 0.50339 -0.14600 1.97768 0.1 0.1 0.3
C 1.84797 -1.57250 0.61465 0.3 0.3 0.3
C 2.97763 -0.62231 1.03448 -0.3 -0.4 0.2
N 2.78581 0.71148 0.53633 -0.4 0.0 0.3
C 3.77158 1.12701 -0.28388 0.2 -0.1 -0.1
O 3.88740 2.17496 -0.85774 0.1 0.4 -0.2
N 4.67027 0.04492 -0.37264 0.3 0.2 -0.2
C 4.29669 -1.02897 0.37652 -0.2 0.0 0.1
O 4.86775 -2.08234 0.46860 0.1 -0.3 0.1
H -4.33478 0.03083 0.91300 -0.1 0.1 0.0
H -4.61470 -1.25170 2.08329 -0.1 0.0 0.1
H -5.21593 -1.42089 0.43525 -0.1 0.0 0.0
H -2.92437 -1.49450 -0.44509 0.0 -0.1 0.0
H -3.23842 -2.80539 0.70428 0.1 0.0 -0.1
H -1.04192 -1.55067 3.39917 0.0 0.0 0.1
H -1.95512 -2.95771 2.81366 0.0 -0.1 -0.1
H -2.79301 -1.49209 3.36894 -0.1 0.0 0.1
H -1.26975 0.30598 -0.42411 -0.1 -0.1 0.1
H -2.16745 2.70902 1.01159 0.0 0.0 -0.1
H 0.25424 2.48619 1.26370 0.1 -0.1 0.0
H 0.45981 2.32451 -0.49775 0.1 -0.1 -0.1
H 0.95992 4.63567 0.19349 0.0 0.1 0.1
H -0.62664 4.77198 0.96049 0.0 0.1 0.1
H -0.10029 4.31386 -2.00992 0.1 0.0 -0.1
H -0.66502 5.81784 -1.28058 0.1 0.0 -0.1
H -2.73216 4.69847 -0.51316 -0.1 0.1 0.0
H -2.55548 4.53130 -2.26192 -0.1 0.0 0.0
H -3.22716 2.37512 -1.21271 0.0 -0.1 0.0
H -1.63297 2.25083 -1.96710 0.0 -0.1 -0.1
H 0.35783 -3.35592 -0.05979 -0.2 0.0 0.0
H -1.38182 -3.51828 0.09614 0.1 0.0 0.0
H 0.30772 -0.47324 -1.87655 0.2 0.1 0.2
H -0.74904 -0.64432 -4.34491 0.0 0.1 -0.2
H -2.21401 -2.94377 -4.32160 -0.1 -0.1 0.0
H 2.08556 -2.56763 0.99583 0.0 -0.1 -0.1
H 1.79547 -1.61505 -0.47372 0.0 -0.1 0.0
H 3.06314 -0.62984 2.12768 0.1 0.0 -0.2
H 2.03569 1.29457 0.87095 0.1 0.1 -0.1
H 5.51018 0.08403 -0.92948 -0.1 0.0 0.0
```
Forces are in eV/Å.

* relative energy (zero: lowest compared OMol25 entry of this formula, charge and spin): 2.4 kcal per mole
* gap between HOMO and LUMO: 0.35716 Ha
* SMILES string: CC[C@](C)(C(=O)NC1CCCCC1)N(Cc1ccco1)C(=O)C[C@@H]1NC(=O)NC1=O
* spin multiplicity: 1
* HOMO: -9.2324 eV
* net charge: 0

Partial atomic charges computed with the natural (NBO) method, in multiples of e:
1 C -0.604
2 C -0.412
3 C 0.071
4 C -0.624
5 C 0.729
6 O -0.632
7 N -0.649
8 C -0.047
9 C -0.414
10 C -0.400
11 C -0.396
12 C -0.399
13 C -0.391
14 N -0.447
15 C -0.267
16 C 0.274
17 C -0.341
18 C -0.295
19 C 0.086
20 O -0.401
21 C 0.709
22 O -0.636
23 C -0.502
24 C -0.135
25 N -0.634
26 C 0.786
27 O -0.608
28 N -0.653
29 C 0.682
30 O -0.573
31 H 0.219
32 H 0.212
33 H 0.214
34 H 0.215
35 H 0.204
36 H 0.235
37 H 0.200
38 H 0.236
39 H 0.397
40 H 0.225
41 H 0.219
42 H 0.189
43 H 0.216
44 H 0.198
45 H 0.194
46 H 0.209
47 H 0.197
48 H 0.208
49 H 0.213
50 H 0.186
51 H 0.233
52 H 0.237
53 H 0.229
54 H 0.233
55 H 0.209
56 H 0.249
57 H 0.231
58 H 0.239
59 H 0.444
60 H 0.431